The following is a quantum chemistry calculation of a 2-piece molecular cluster, C6H7NS overall in a non-equilibrium geometry, from OMol25.

Output
electronic energy = -18657.060 eV
ΔE to the lowest compared entry with this formula, charge and spin = 85.08 kcal/mol
molecular weight = 125.20 g/mol
frontier orbital gap = 9.52 eV
SMILES string = C=C(S)C#N.C=C=C
highest occupied orbital energy = -9.425 eV

```
! wB97M-V def2-TZVPD RIJCOSX def2/J DEFGRID3
* xyz 0 1
C -1.499 1.768 -1.266
C -2.149 0.966 -0.402
S -2.277 -0.822 -0.662
C -2.534 1.465 0.863
N -2.881 1.688 1.942
H -1.219 2.871 -1.151
H -1.192 1.575 -2.312
H -3.132 -1.073 0.357
C 0.772 0.082 1.846
C 1.207 -0.304 0.666
C 1.657 -0.469 -0.511
H -0.244 0.619 1.859
H 1.421 0.170 2.708
H 2.123 0.408 -0.916
H 1.562 -1.454 -1.055
*
```

The following is a quantum chemistry calculation of a 11-piece molecular cluster, C33H77N11O11 overall in a non-equilibrium geometry, from OMol25.

Output
electronic energy = -74369.347 eV
ΔE to the lowest compared entry with this formula, charge and spin = 236.16 kcal/mol
molecular weight = 804.04 g/mol
frontier orbital gap (alpha / beta) = 6.77 / 2.29 eV
highest occupied orbital energy (alpha / beta) = -10.554 / -10.554 eV
<S²> = 0.772

```
! wB97M-V def2-TZVPD RIJCOSX def2/J DEFGRID3
* xyz 1 2
C 4.235 2.689 0.165
O 3.768 1.730 -0.428
N 5.448 2.662 0.713
C 6.193 3.868 1.170
C 6.236 1.358 0.754
H 3.858 3.692 0.414
H 7.165 4.080 0.724
H 6.364 3.904 2.246
H 5.673 4.786 0.897
H 5.578 0.493 0.668
H 7.206 1.375 0.258
H 6.415 1.257 1.825
C -3.357 1.792 3.158
O -4.157 1.082 3.804
N -3.623 3.037 2.709
C -2.603 3.847 2.174
C -4.841 3.787 3.034
H -2.342 1.477 2.868
H -3.029 4.342 1.302
H -1.747 3.268 1.826
H -2.379 4.690 2.828
H -4.925 4.367 3.952
H -4.922 4.537 2.247
H -5.807 3.282 3.031
C 4.977 -2.531 1.900
O 5.938 -3.206 2.374
N 4.789 -2.390 0.580
C 5.623 -3.038 -0.385
C 3.628 -1.658 0.061
H 4.351 -1.870 2.519
H 6.048 -2.288 -1.053
H 4.918 -3.666 -0.930
H 6.355 -3.638 0.155
H 3.894 -0.666 -0.304
H 3.253 -2.236 -0.783
H 2.807 -1.410 0.734
C -2.165 -0.991 -5.207
O -2.121 -0.614 -4.048
N -3.230 -1.501 -5.800
C -4.597 -1.676 -5.191
C -3.133 -1.978 -7.201
H -1.408 -0.872 -5.998
H -5.375 -1.196 -5.786
H -4.646 -1.349 -4.153
H -4.937 -2.709 -5.118
H -2.249 -2.300 -7.751
H -3.746 -2.879 -7.238
H -3.569 -1.231 -7.864
C 0.104 6.017 0.506
O -0.707 6.993 0.506
N 0.633 5.539 1.703
C 1.481 4.227 1.774
C 0.272 6.175 3.010
H 0.408 5.440 -0.380
H 1.741 3.880 0.774
H 0.926 3.483 2.346
H 2.356 4.309 2.419
H 0.535 7.212 3.214
H -0.755 5.969 3.312
H 0.936 5.739 3.756
C -6.285 0.322 -2.019
O -7.127 -0.580 -2.258
N -5.023 0.144 -1.561
C -4.590 -1.253 -1.243
C -4.008 1.184 -1.600
H -6.545 1.379 -2.181
H -5.445 -1.818 -0.871
H -3.903 -1.079 -0.415
H -4.254 -1.782 -2.134
H -3.252 1.065 -0.824
H -3.372 1.015 -2.469
H -4.349 2.210 -1.739
C -1.744 -4.544 -3.484
O -1.605 -4.425 -2.237
N -0.732 -4.296 -4.389
C 0.467 -3.532 -3.961
C -0.883 -4.835 -5.735
H -2.685 -4.906 -3.928
H 0.523 -3.660 -2.880
H 0.438 -2.443 -3.999
H 1.356 -3.906 -4.469
H -0.574 -4.134 -6.511
H -0.342 -5.766 -5.902
H -1.900 -5.074 -6.048
C 1.688 -4.720 3.656
O 1.876 -3.775 2.919
N 0.467 -4.847 4.321
C -0.637 -3.802 4.135
C 0.186 -5.870 5.328
H 2.389 -5.451 4.087
H -0.430 -3.029 3.395
H -0.866 -3.197 5.013
H -1.604 -4.211 3.843
H 0.984 -6.172 6.007
H -0.790 -5.663 5.766
H 0.065 -6.677 4.605
C 0.557 0.897 0.190
O 0.247 1.350 1.222
N 0.392 -0.422 -0.073
C 0.404 -0.826 -1.418
C -0.133 -1.406 0.844
H 1.013 1.417 -0.666
H 0.915 -1.773 -1.594
H 0.979 -0.285 -2.168
H -0.641 -0.995 -1.678
H 0.090 -1.226 1.896
H -1.206 -1.215 0.807
H 0.004 -2.426 0.485
C 0.874 4.220 -2.860
O 1.786 4.941 -2.523
N 0.924 3.063 -3.542
C -0.282 2.351 -4.076
C 2.149 2.360 -3.799
H -0.149 4.579 -2.670
H -1.286 2.616 -3.743
H -0.142 1.273 -4.159
H -0.340 2.625 -5.129
H 2.100 1.493 -3.140
H 2.161 1.960 -4.813
H 2.941 2.969 -3.363
C 0.714 -1.656 6.596
O 0.222 -2.125 7.583
N 0.179 -0.732 5.750
C 1.076 -0.250 4.617
C -1.281 -0.189 5.868
H 1.535 -2.201 6.105
H 1.625 -1.051 4.122
H 1.827 0.352 5.129
H 0.652 0.247 3.745
H -1.900 -0.408 6.738
H -1.377 0.857 5.577
H -1.862 -0.745 5.132
*
```

The following is a quantum chemistry calculation of C35H37KN2O6P as an isolated structure, from OMol25.

Output
electronic energy = -77779.616 eV
ΔE to the lowest compared entry with this formula, charge and spin = 0.28 kcal/mol
molecular weight = 651.76 g/mol
frontier orbital gap = 7.43 eV
highest occupied orbital energy = -5.364 eV

```
! wB97M-V def2-TZVPD RIJCOSX def2/J DEFGRID3
* xyz -1 1
K 0.540 1.416 0.391
O -0.056 5.511 -1.840
C -0.095 4.409 -1.274
O 0.826 3.803 -0.667
C -1.470 3.696 -1.297
C -2.584 4.350 -1.810
C -3.811 3.705 -1.772
C -3.890 2.430 -1.232
C -2.728 1.837 -0.754
N -1.555 2.467 -0.788
C -2.780 0.415 -0.149
O -3.912 -0.086 -0.063
O -1.679 -0.099 0.189
H -2.451 5.344 -2.213
H -4.699 4.194 -2.157
H -4.815 1.875 -1.164
C 2.872 0.508 4.602
C 1.857 0.011 3.578
C 0.788 -0.858 4.233
C 2.562 -0.704 2.418
C 3.113 -2.097 2.756
O 2.175 -2.996 2.143
C 1.415 -2.228 1.303
N 1.597 -0.977 1.346
C 0.447 -2.999 0.491
C -0.080 -4.140 1.098
C -0.973 -4.954 0.426
C -1.310 -4.660 -0.885
C -0.774 -3.540 -1.497
C 0.078 -2.670 -0.821
P 0.795 -1.217 -1.704
C -0.534 -0.576 -2.783
C -1.895 -0.838 -2.665
C -2.811 -0.145 -3.446
C -2.383 0.817 -4.347
C -1.027 1.094 -4.465
C -0.114 0.407 -3.683
C 1.805 -2.193 -2.901
C 3.053 -2.627 -2.452
C 3.869 -3.409 -3.256
C 3.456 -3.754 -4.536
C 2.224 -3.314 -4.999
C 1.403 -2.542 -4.188
H 2.374 1.059 5.401
H 3.608 1.172 4.144
H 3.411 -0.324 5.067
H 1.349 0.881 3.150
H 1.221 -1.729 4.732
H 0.053 -1.202 3.504
H 0.252 -0.280 4.988
H 3.352 -0.051 2.038
H 3.151 -2.314 3.823
H 4.095 -2.282 2.316
H 0.217 -4.379 2.110
H -1.391 -5.822 0.920
H -1.988 -5.301 -1.433
H -1.023 -3.334 -2.530
H -2.262 -1.522 -1.914
H -3.867 -0.331 -3.302
H -3.103 1.378 -4.930
H -0.684 1.871 -5.136
H 0.939 0.662 -3.750
H 3.387 -2.347 -1.458
H 4.832 -3.741 -2.887
H 4.092 -4.358 -5.170
H 1.897 -3.575 -5.999
H 0.445 -2.202 -4.562
C -2.204 1.016 3.226
C -1.899 2.435 2.811
O -0.487 2.621 2.764
C -0.142 3.982 2.541
C 1.363 4.123 2.537
H -3.283 0.853 3.223
H -1.821 0.818 4.229
H -1.776 0.309 2.514
H -2.322 3.151 3.530
H -2.327 2.657 1.828
H -0.582 4.592 3.342
H -0.554 4.321 1.584
H 1.794 3.686 3.441
H 1.634 5.179 2.495
H 1.794 3.663 1.648
*
```

The following is a quantum chemistry calculation of NO3S2 as an isolated structure in a non-equilibrium geometry, from OMol25.

Output
electronic energy = -29302.883 eV
ΔE to the lowest compared entry with this formula, charge and spin = 17.67 kcal/mol
molecular weight = 126.14 g/mol
frontier orbital gap (alpha / beta) = 7.02 / 7.02 eV
highest occupied orbital energy (alpha / beta) = -4.185 / -4.185 eV

```
! wB97M-V def2-TZVPD RIJCOSX def2/J DEFGRID3
* xyz -1 1
N 2.369 -0.262 0.305
O -1.047 -1.392 -0.865
O 0.569 0.373 2.002
O -2.097 0.821 -0.867
S 1.144 0.464 0.601
S -0.937 -0.004 -1.176
*
```

The following is a quantum chemistry calculation of a 2-piece molecular cluster, C4H8N2O2 overall in a non-equilibrium geometry, from OMol25.

Output
electronic energy = -11349.477 eV
ΔE to the lowest compared entry with this formula, charge and spin = 106.89 kcal/mol
molecular weight = 116.12 g/mol
frontier orbital gap = 7.70 eV
highest occupied orbital energy = -6.990 eV

```
! wB97M-V def2-TZVPD RIJCOSX def2/J DEFGRID3
* xyz 0 1
C 1.647 2.255 -1.526
C 0.375 -1.536 -0.113
C -0.900 -0.878 -0.401
C 0.374 -0.054 -0.475
N -1.700 -0.714 0.807
N 0.359 0.785 0.879
O 1.599 1.952 -2.638
O 1.728 2.485 -0.410
H 0.491 -1.858 0.841
H 0.768 -2.182 -0.946
H -1.350 -1.259 -1.218
H -2.353 -0.001 0.527
H -2.180 -1.587 1.057
H 0.543 1.738 0.865
H 1.141 0.306 1.324
H -0.543 0.549 1.427
*
```

> Which of these has the lowest molecular weight?

C4H8N2O2

Please write out number 1 again, unchanged.
The following is a quantum chemistry calculation of a 2-piece molecular cluster, C6H7NS overall in a non-equilibrium geometry, from OMol25.

Output
electronic energy = -18657.060 eV
ΔE to the lowest compared entry with this formula, charge and spin = 85.08 kcal/mol
molecular weight = 125.20 g/mol
frontier orbital gap = 9.52 eV
SMILES string = C=C(S)C#N.C=C=C
highest occupied orbital energy = -9.425 eV

```
! wB97M-V def2-TZVPD RIJCOSX def2/J DEFGRID3
* xyz 0 1
C -1.499 1.768 -1.266
C -2.149 0.966 -0.402
S -2.277 -0.822 -0.662
C -2.534 1.465 0.863
N -2.881 1.688 1.942
H -1.219 2.871 -1.151
H -1.192 1.575 -2.312
H -3.132 -1.073 0.357
C 0.772 0.082 1.846
C 1.207 -0.304 0.666
C 1.657 -0.469 -0.511
H -0.244 0.619 1.859
H 1.421 0.170 2.708
H 2.123 0.408 -0.916
H 1.562 -1.454 -1.055
*
```